1.
C3H6O2S | ωB97M-V with the def2-TZVPD basis set

```
12
C3H6O2S ωB97M-V with the def2-TZVPD basis set
O -1.86948 -0.45000 1.29116
C -1.23835 -0.07871 0.34184
O -1.71920 -0.22571 -0.92679
C -0.06003 0.82046 0.41399
C 1.25719 0.14946 -0.03735
S 1.22415 -1.67111 0.25639
H -2.67340 -0.31484 -1.04291
H -0.22759 1.63197 -0.30643
H 0.01928 1.21946 1.44867
H 2.01729 0.80544 0.47916
H 1.47138 0.29044 -1.09092
H 1.79873 -2.17687 -0.82681
```

Results
- Max |F|: 2.57 eV/A
- LUMO: 0.61 eV
- Frontier orbital gap: 9.95 eV
- Energy above the lowest of the compared OMol25 structures with the same formula, charge and spin: 16.7 kcal/mol
- DFT total energy: -18138.2236 eV
- SMILES: O=C(O)CCS
- HOMO energy: -9.3 eV

2.
C12H12N2O4 | ωB97M-V with the def2-TZVPD basis set

```
30
C12H12N2O4 ωB97M-V with the def2-TZVPD basis set
C 1.41741 -0.48157 -2.76162
C 2.73301 -0.62613 -2.05929
O 2.64583 -0.76756 -0.64974
C 2.03890 0.33986 -0.08261
O 2.04594 1.44543 -0.62161
O 1.62593 -0.00638 1.26187
N 0.63841 0.72754 1.94994
C 0.97639 1.26528 3.21815
C -0.16339 1.77699 3.81916
C -1.29492 1.51656 2.85922
O -2.46251 1.84912 3.08880
N -0.77155 0.64587 1.79128
C -1.32398 0.04370 0.73414
C -1.00885 -1.30623 0.43390
C -1.60283 -1.98953 -0.56549
C -2.37500 -1.34517 -1.54666
C -2.61669 0.00895 -1.39209
C -2.13944 0.72997 -0.24449
H 1.46820 -0.69439 -3.77373
H 1.09299 0.51338 -2.54309
H 0.71918 -1.18070 -2.28134
H 3.37896 0.22005 -2.40186
H 3.18271 -1.55357 -2.48425
H 1.92116 1.43902 3.62780
H -0.20663 2.20071 4.84995
H -0.35839 -1.89868 1.10839
H -1.29688 -3.09263 -0.76474
H -2.76961 -1.89539 -2.42237
H -3.23373 0.40425 -2.14847
H -2.26062 1.71124 0.00082
```

Results
- Max |F|: 5.55 eV/A
- LUMO: 0.44 eV
- Frontier orbital gap: 8.68 eV
- Energy above the lowest of the compared OMol25 structures with the same formula, charge and spin: 160.8 kcal/mol
- DFT total energy: -23803.9590 eV
- SMILES: CCOC(=O)On1ccc(=O)n1-c1ccccc1
- HOMO energy: -8.2 eV